1.
Computed, not measured: a cluster of 2 separate species, C4H12N4O in total in a non-equilibrium geometry, with wB97M-V/def2-TZVPD.

ORCA input file:
```
! RIJCOSX wB97M-V def2-TZVPD def2/J DEFGRID3
* xyz 0 1
O 1.9276 -1.8871 -0.2098
N -0.8038 0.3094 0.5765
N 1.4583 0.6212 1.2708
N -1.7856 0.8449 -0.3229
N 0.5897 1.7317 -0.6398
C -1.2536 -0.1695 1.8896
C 0.8121 -1.4859 -0.8905
C 0.5256 0.8956 0.4290
C 0.7550 -1.6110 -2.2195
H -2.4718 1.4008 0.1852
H 2.2852 1.1526 0.9868
H -2.2711 0.0438 -0.7276
H -0.2008 -0.9920 -0.2507
H -1.7024 -1.1563 1.7519
H -0.1943 -1.5264 -2.7348
H 1.6335 -1.8336 -2.8187
H 0.0326 2.5771 -0.4914
H 1.1501 2.2176 -1.3296
H -2.0105 0.4843 2.3293
H -0.4419 -0.2700 2.6097
H 1.9662 -1.3472 0.6066
*
```

Results
SMILES string	[H]/N=C(\N)N(C)N.C=CO
relative energy (zero: lowest compared OMol25 entry of this formula, charge and spin)	108.7	kcal/mol

How is the electron density shared among the atoms? According to Mulliken, the charges in e are:
1. O -0.57
2. N 0.17
3. N -0.79
4. N -0.68
5. N -0.43
6. C -1.01
7. C 0.41
8. C 0.59
9. C -0.87
10. H 0.24
11. H 0.20
12. H 0.24
13. H 0.13
14. H 0.32
15. H 0.24
16. H 0.29
17. H 0.20
18. H 0.22
19. H 0.34
20. H 0.32
21. H 0.42


2.
Computed, not measured: an isolated molecule of C4H12N4O in a non-equilibrium geometry, with wB97M-V/def2-TZVPD.

ORCA input file:
```
! RIJCOSX wB97M-V def2-TZVPD def2/J DEFGRID3
* xyz 0 1
O 1.3906 -0.2187 1.3209
N 0.2125 -0.2021 -0.8237
N 1.6355 1.6074 -0.3353
N -1.1766 1.6917 -0.7836
N 2.4980 -0.5446 -0.6860
C 1.4154 0.2229 -0.1890
C -1.0333 0.3359 -0.4381
C -1.9794 -0.3669 0.1922
C -1.7917 -1.7421 0.7594
H -2.1070 -2.5109 0.0493
H -2.3941 -1.8605 1.6587
H -0.7737 1.8964 -1.6893
H -2.9524 0.0859 0.3245
H 0.1904 -1.2108 -0.8860
H 0.6055 0.1029 1.7798
H 2.5419 -1.3828 -0.0981
H -2.1312 2.0160 -0.7127
H 2.4220 1.9085 0.2246
H 3.3726 -0.0505 -0.5797
H 0.8058 2.1469 -0.1145
H -0.7510 -1.9245 1.0264
*
```

Results
SMILES string	C/C=C(/N)NC(N)(N)O
relative energy (zero: lowest compared OMol25 entry of this formula, charge and spin)	19.3	kcal/mol

How is the electron density shared among the atoms? According to Mulliken, the charges in e are:
1. O -0.67
2. N -0.30
3. N -0.68
4. N -0.57
5. N -0.69
6. C 0.52
7. C 0.59
8. C -0.48
9. C -1.28
10. H 0.28
11. H 0.37
12. H 0.28
13. H 0.31
14. H 0.31
15. H 0.32
16. H 0.31
17. H 0.22
18. H 0.26
19. H 0.25
20. H 0.31
21. H 0.35


Number 1: LUMO level 0.67 eV, HOMO-LUMO gap 8.75 eV, total energy -12346.593 eV. Number 2: LUMO level 0.91 eV, HOMO-LUMO gap 9.01 eV, total energy -12350.470 eV.